[1]
{
  "formula": "C42H34N5O2PbS7Sb",
  "method": "the ωB97M-V functional and the def2-TZVPD basis",
  "symbols": ["Pb", "S", "Sb", "S", "S", "S", "O", "C", "O", "C", "C", "C", "C", "C", "N", "H", "H", "H", "H", "N", "S", "N", "S", "N", "S", "N", "C", "C", "C", "C", "C", "C", "C", "C", "C", "C", "C", "C", "C", "C", "C", "C", "C", "C", "C", "C", "C", "C", "C", "C", "C", "C", "C", "C", "C", "C", "C", "C", "C", "C", "C", "C", "H", "H", "H", "H", "H", "H", "H", "H", "H", "H", "H", "H", "H", "H", "H", "H", "H", "H", "H", "H", "H", "H", "H", "H", "H", "H", "H", "H", "H", "H"],
  "xyz": [[1.61535, 3.09751, -0.92618], [4.85959, 5.48388, 2.69137], [4.15324, 4.89972, 0.65328], [4.52619, 2.98101, -0.57464], [2.35230, 6.17075, -0.40316], [4.35083, 6.69205, -0.97947], [0.73853, 3.39804, 3.36995], [0.85574, 3.71838, 2.19387], [1.88767, 3.58365, 1.43736], [-0.34585, 4.37119, 1.50770], [-1.39832, 4.90529, 2.23683], [-2.37181, 5.61941, 1.56042], [-2.27499, 5.76993, 0.18045], [-1.21332, 5.16976, -0.47286], [-0.27748, 4.48623, 0.18462], [-1.41369, 4.76712, 3.31029], [-3.18992, 6.07869, 2.10374], [-3.00033, 6.34963, -0.37536], [-1.08829, 5.24126, -1.55121], [-0.53816, 1.75461, -1.44259], [-1.46141, 0.79657, -0.86183], [-1.13109, -0.83525, -1.10568], [-0.28677, -1.79536, -0.26115], [1.01711, -1.47682, 0.47969], [2.16375, -0.33364, 0.05284], [1.75625, 1.03992, 0.21854], [3.42890, -0.89398, 1.15891], [4.11189, 0.12300, 1.80236], [5.17033, -0.21593, 2.63664], [5.51845, -1.54683, 2.81336], [4.79204, -2.56167, 2.19294], [3.73436, -2.24060, 1.35940], [2.66263, -0.84654, -1.59584], [1.89757, -0.31036, -2.62582], [2.13502, -0.72712, -3.92739], [3.12614, -1.66335, -4.19219], [3.91354, -2.15697, -3.15990], [3.69147, -1.74758, -1.85189], [-0.00022, -3.14577, -1.38237], [-0.48001, -3.10871, -2.68186], [-0.14379, -4.14380, -3.54409], [0.66407, -5.18254, -3.10324], [1.13668, -5.20273, -1.79435], [0.80674, -4.17897, -0.92433], [-1.27676, -2.53104, 1.01438], [-2.55610, -2.94288, 0.66456], [-3.37563, -3.47228, 1.64417], [-2.91438, -3.57687, 2.95271], [-1.63192, -3.16269, 3.28435], [-0.79706, -2.63089, 2.31056], [-3.07245, 0.80598, -1.65007], [-3.58759, 2.07343, -1.88878], [-4.79345, 2.19793, -2.56156], [-5.46655, 1.06375, -3.00153], [-4.93807, -0.19808, -2.76611], [-3.73535, -0.33340, -2.08267], [-1.89087, 0.81739, 0.88850], [-0.89280, 1.09944, 1.81038], [-1.17939, 1.01248, 3.16575], [-2.44472, 0.63131, 3.58504], [-3.43946, 0.34810, 2.65388], [-3.17226, 0.44047, 1.29680], [3.81272, 1.15539, 1.63860], [5.72212, 0.56970, 3.13748], [6.36064, -1.80227, 3.44487], [5.05419, -3.59936, 2.35819], [3.14208, -3.01179, 0.88248], [1.13053, 0.42917, -2.40635], [1.54271, -0.31208, -4.73516], [3.30008, -1.99492, -5.20922], [4.71242, -2.85729, -3.37230], [4.33237, -2.10260, -1.05873], [-1.08388, -2.26852, -3.00262], [-0.50557, -4.13031, -4.56520], [0.93442, -5.98119, -3.78388], [1.77040, -6.01340, -1.45612], [1.17185, -4.17294, 0.09780], [-2.90023, -2.84233, -0.35978], [-4.37664, -3.79811, 1.39110], [-3.56392, -3.98128, 3.71998], [-1.27819, -3.24738, 4.30444], [0.20198, -2.28088, 2.54068], [-3.03211, 2.94369, -1.55601], [-5.20192, 3.18278, -2.75338], [-6.40477, 1.16328, -3.53336], [-5.45902, -1.08087, -3.11697], [-3.30947, -1.31037, -1.88980], [0.09460, 1.38783, 1.47100], [-0.40518, 1.26737, 3.87976], [-2.66662, 0.56643, 4.64425], [-4.43045, 0.06055, 2.98418], [-3.95120, 0.23650, 0.57661]],
  "forces_ev_per_angstrom": [[0.133, 0.137, 0.027], [-0.107, -0.219, -0.201], [0.118, 0.429, -0.251], [-0.007, 0.286, 0.386], [0.219, -0.174, 0.215], [0.090, -0.036, 0.044], [0.123, 0.114, -0.285], [0.082, -0.016, 0.131], [-0.236, -0.217, -0.074], [0.202, 0.173, -0.103], [-0.082, -0.018, 0.072], [-0.019, 0.020, -0.008], [-0.006, -0.011, 0.019], [-0.009, -0.140, 0.084], [-0.140, 0.105, -0.043], [0.029, 0.018, -0.065], [0.030, -0.038, -0.036], [0.008, -0.026, 0.017], [-0.038, -0.013, 0.104], [-0.550, -0.015, 0.347], [0.164, -0.116, -0.242], [0.129, 0.069, -0.003], [-0.058, 0.019, -0.035], [0.188, 0.003, -0.063], [-0.498, -0.122, 0.187], [0.327, -0.110, -0.185], [0.118, -0.223, -0.034], [-0.005, 0.090, -0.076], [0.055, -0.027, 0.042], [-0.010, 0.053, 0.015], [-0.030, 0.025, -0.052], [-0.031, 0.159, 0.086], [0.065, -0.168, 0.042], [0.024, 0.068, 0.052], [-0.019, 0.013, -0.028], [0.000, 0.013, -0.003], [-0.014, 0.024, 0.001], [-0.104, 0.101, -0.052], [0.097, 0.102, -0.206], [-0.011, 0.032, 0.056], [0.008, -0.038, -0.006], [0.005, 0.001, 0.010], [-0.001, -0.059, -0.042], [-0.021, -0.014, 0.069], [0.007, 0.086, 0.190], [0.040, -0.023, -0.066], [-0.036, -0.033, 0.033], [0.019, -0.002, 0.021], [-0.053, -0.024, 0.005], [-0.020, 0.030, -0.032], [-0.014, -0.093, -0.106], [0.012, -0.020, 0.023], [-0.011, 0.009, 0.002], [0.014, 0.007, 0.014], [0.035, -0.003, 0.035], [-0.041, 0.010, 0.008], [-0.159, -0.216, -0.017], [-0.087, 0.161, -0.169], [0.008, -0.016, 0.107], [-0.029, -0.024, -0.004], [0.021, 0.011, -0.011], [0.187, 0.087, 0.090], [0.076, -0.078, -0.009], [-0.020, -0.037, -0.017], [-0.048, 0.006, 0.015], [-0.004, 0.030, 0.002], [0.053, 0.022, -0.013], [-0.024, -0.115, -0.011], [0.039, -0.034, 0.045], [0.006, 0.034, 0.045], [-0.029, 0.036, 0.012], [-0.043, -0.049, 0.031], [0.056, -0.065, -0.007], [0.025, 0.004, 0.051], [-0.022, 0.036, 0.036], [-0.037, 0.031, -0.018], [-0.021, 0.001, -0.089], [0.010, -0.026, 0.110], [0.026, 0.012, 0.013], [0.034, 0.005, -0.040], [-0.022, 0.023, -0.040], [-0.088, -0.020, 0.002], [-0.037, -0.028, -0.040], [0.006, -0.049, 0.014], [0.033, 0.010, 0.010], [0.014, 0.037, 0.018], [-0.052, 0.116, -0.068], [-0.028, -0.098, 0.036], [-0.056, 0.020, -0.063], [0.016, -0.001, -0.048], [0.025, 0.018, -0.007], [-0.005, -0.041, -0.007]],
  "lowdin_charge": [1.041, -0.141, 0.087, -0.134, -0.103, -0.081, 0.049, -0.615, -0.344, -0.194, 0.015, -0.047, -0.056, -0.148, -0.024, 0.124, 0.109, 0.104, 0.118, -0.389, 0.749, -0.365, 0.852, -0.347, 0.763, -0.401, -0.311, -0.050, -0.043, -0.067, -0.074, -0.094, -0.280, -0.086, -0.060, -0.071, -0.064, -0.048, -0.295, -0.056, -0.060, -0.064, -0.060, -0.061, -0.300, -0.063, -0.062, -0.064, -0.056, -0.049, -0.323, -0.060, -0.062, -0.074, -0.070, -0.078, -0.285, -0.072, -0.047, -0.063, -0.071, -0.067, 0.076, 0.118, 0.107, 0.105, 0.095, 0.056, 0.114, 0.107, 0.109, 0.102, 0.106, 0.111, 0.109, 0.111, 0.110, 0.105, 0.111, 0.109, 0.113, 0.112, 0.102, 0.109, 0.106, 0.107, 0.080, 0.064, 0.111, 0.108, 0.107, 0.106],
  "homo_energy_ev": -6.83,
  "max_force_ev_per_a": 0.65,
  "relative_energy_ev": 0.6045
}


[2]
{
  "formula": "C10H27FGaIN2O4P",
  "method": "the ωB97M-V functional and the def2-TZVPD basis",
  "symbols": ["C", "C", "N", "Ga", "N", "I", "C", "C", "F", "H", "H", "H", "H", "H", "H", "H", "H", "H", "H", "H", "H", "O", "P", "O", "C", "C", "O", "C", "C", "O", "C", "C", "H", "H", "H", "H", "H", "H", "H", "H", "H", "H", "H", "H", "H", "H", "H"],
  "xyz": [[-2.26340, -3.71037, 0.79699], [-2.81427, -2.64034, -0.18623], [-2.63126, -1.25320, 0.20338], [-3.83052, -0.55963, 1.52316], [-3.45751, 1.33673, 1.62961], [-3.49943, -1.51362, 3.96999], [-5.80986, -0.74713, 1.09156], [-6.32936, -2.17759, 0.87534], [-6.13439, 0.08587, -0.00522], [-2.99381, -4.51559, 0.91137], [-1.34586, -4.15296, 0.40113], [-2.03017, -3.30153, 1.77795], [-3.85031, -2.87555, -0.42750], [-2.25020, -2.78573, -1.12025], [-1.65963, -1.07113, 0.42128], [-2.49010, 1.43956, 1.91679], [-4.05860, 1.73387, 2.34234], [-6.34881, -0.35789, 1.96314], [-6.37932, -2.34314, -0.20403], [-7.29057, -2.37985, 1.34549], [-5.56365, -2.86833, 1.23194], [2.96295, 2.92274, -0.72868], [2.82499, 1.45461, -0.63182], [3.31514, 0.83750, -2.06201], [4.51362, 1.29104, -2.67689], [5.72447, 0.49833, -2.21840], [1.24247, 1.18962, -0.71329], [0.29276, 2.25506, -0.57334], [-0.11725, 2.79327, -1.92769], [2.99059, 0.10721, 0.25798], [4.18476, -0.18566, 0.99014], [4.80953, 1.02597, 1.64991], [4.66493, 2.35809, -2.49651], [4.37910, 1.15922, -3.75159], [5.96017, 0.71138, -1.17256], [6.60221, 0.74941, -2.81623], [5.53866, -0.57263, -2.30703], [0.68611, 3.04412, 0.06614], [-0.57863, 1.83998, -0.06809], [0.75076, 3.00852, -2.55241], [-0.70774, 3.70351, -1.81776], [-0.71769, 2.05367, -2.45866], [4.89858, -0.69254, 0.33417], [3.90292, -0.90756, 1.75702], [5.06778, 1.79765, 0.91642], [5.72107, 0.74265, 2.17651], [4.11880, 1.47240, 2.36640]],
  "forces_ev_per_angstrom": [[-0.178, -0.113, -0.320], [1.302, -0.175, -0.185], [-0.843, -0.154, 0.608], [-0.033, 1.139, -1.064], [-0.050, -0.722, -0.215], [-0.020, -0.227, 0.274], [0.230, -0.588, 0.868], [0.721, 0.441, -0.569], [-0.277, -0.136, -0.059], [0.098, -0.086, 0.178], [0.022, -0.023, 0.032], [-0.194, 0.102, 0.041], [-0.147, 0.356, 0.130], [-0.251, -0.113, -0.143], [0.083, -0.094, -0.081], [-0.076, 0.292, 0.270], [0.262, 0.189, 0.169], [0.004, 0.325, -0.131], [-0.227, -0.072, 0.009], [-0.063, -0.071, -0.080], [-0.301, -0.231, 0.258], [2.011, -0.212, 1.959], [-4.297, -1.553, -3.662], [0.456, 0.123, 0.779], [0.232, 0.103, -0.296], [-0.031, -0.047, 0.159], [0.315, -0.094, 0.274], [-0.292, 0.213, -0.127], [0.003, -0.138, -0.223], [1.446, 1.819, 1.070], [0.337, -0.382, 0.184], [-0.081, 0.169, -0.092], [-0.120, 0.002, 0.062], [-0.109, -0.034, 0.027], [0.023, 0.024, -0.022], [-0.025, 0.041, -0.011], [-0.016, 0.003, -0.052], [0.181, -0.007, -0.085], [0.052, -0.181, -0.009], [0.083, 0.122, 0.143], [-0.027, -0.024, 0.028], [-0.050, 0.012, 0.043], [-0.034, 0.104, -0.092], [-0.157, 0.001, -0.082], [0.036, -0.054, 0.041], [-0.003, -0.035, -0.001], [0.003, -0.009, -0.005]],
  "lowdin_charge": [-0.124, -0.394, -0.138, -0.044, -0.134, 0.103, -0.430, -0.128, -0.129, 0.055, 0.050, 0.010, 0.074, 0.085, 0.029, -0.060, -0.050, 0.069, 0.068, 0.057, 0.039, -0.228, 0.498, -0.184, -0.289, -0.079, -0.194, -0.266, -0.072, -0.166, -0.273, -0.089, 0.107, 0.116, 0.057, 0.075, 0.081, 0.104, 0.112, 0.070, 0.077, 0.079, 0.102, 0.121, 0.063, 0.081, 0.088],
  "total_charge": -1,
  "homo_energy_ev": -4.56,
  "max_force_ev_per_a": 5.86
}


| no. | HOMO-LUMO gap (eV) |
| --- | --- |
| 1 | 6.34 |
| 2 | 6.81 |